Record 1
C42H84O42 | ωB97M-V/def2-TZVPD

CARTESIAN COORDINATES (ANGSTROEM)
O 2.131 2.914 -3.621
O -1.891 -2.641 6.515
O 2.337 -4.360 -1.000
O -2.015 -4.434 5.147
O -3.998 5.609 5.711
O 4.478 -1.021 -5.479
O 3.993 3.253 -4.636
O -4.611 -0.196 2.125
O 4.538 -4.311 -0.516
O -2.997 4.638 -0.679
O -0.975 -0.669 0.641
O 0.373 7.142 2.524
O -3.698 1.805 2.595
O -1.593 6.222 -1.029
O 1.240 1.969 2.881
O -3.974 0.689 -1.542
O 2.218 0.979 1.238
O -3.255 -6.284 -2.695
O 0.409 -0.469 -1.127
O 1.128 -2.199 -6.533
O -2.164 0.847 -2.874
O 3.315 2.636 2.304
O 1.109 -1.298 -4.467
O 2.298 -3.056 -4.811
O 6.575 -1.624 -4.949
O -2.328 4.870 4.390
O 5.293 -0.944 -3.365
O 4.029 2.936 -2.402
O 0.440 -6.147 4.528
O -0.045 -6.196 2.419
O -0.458 1.317 -0.295
O -1.941 5.122 6.494
O 1.229 6.166 0.826
O -3.774 -4.633 -4.145
O 3.800 -5.930 -1.721
O -1.153 -2.448 4.503
O -0.616 5.255 1.746
O -3.080 -0.114 3.629
O -3.433 6.673 0.203
O -1.786 -4.691 -3.334
O -2.844 -1.103 -2.335
O 1.861 -5.179 3.114
C -3.761 0.612 2.750
C 4.035 -0.512 -2.834
C -1.384 1.953 0.601
C 2.363 1.921 2.156
C -2.311 5.598 7.778
C 3.292 0.713 0.347
C -2.293 2.259 -3.024
C 1.318 5.077 -0.076
C -3.095 0.188 -2.195
C 0.350 -5.935 1.081
C -0.723 -5.283 -2.623
C 0.853 -5.821 3.320
C -2.966 -5.300 -3.313
C -1.013 -2.878 3.155
C 0.742 -1.867 -1.066
C -2.874 5.218 5.547
C -2.245 -3.480 7.598
C -2.747 5.927 -0.439
C 5.429 3.029 -4.698
C 1.359 2.474 -2.499
C 4.385 -3.076 0.174
C -3.381 -2.007 -1.364
C -2.076 0.584 4.371
C -4.250 4.142 -0.243
C 1.180 3.019 3.837
C 1.207 -5.741 5.645
C -1.250 7.627 -1.027
C -0.385 7.215 3.718
C -0.400 0.002 -0.179
C -4.904 -5.372 -4.605
C 3.447 3.018 -3.452
C 2.733 -6.745 -2.170
C 5.365 -1.148 -4.679
C -3.226 4.741 3.285
C -1.714 -3.288 5.357
C 0.232 6.103 1.711
C 1.469 -2.190 -5.380
C 3.450 -4.809 -1.096
C 2.865 -4.039 -5.658
C 6.842 -1.871 -6.321
C -5.452 0.371 1.145
C 0.026 -0.417 -4.816
H 0.014 -3.184 2.949
H 1.889 1.866 -1.775
H -0.469 -6.251 0.444
H -1.534 -4.269 7.820
H 1.835 2.845 4.690
H -5.659 -0.356 0.371
H 2.269 -5.873 5.435
H 0.926 -2.071 -2.121
H 1.640 -2.100 -0.503
H -2.738 4.046 2.611
H 1.969 5.391 -0.889
H 2.127 -4.822 -5.844
H -0.186 7.660 -1.233
H 3.716 1.643 -0.039
H 3.147 -7.704 -2.465
H 2.017 -6.920 -1.363
H 0.815 3.308 -2.067
H -1.540 2.531 -3.757
H 6.140 -2.585 -6.752
H 3.792 -4.362 -5.205
H -1.898 8.136 -1.732
H -5.413 -5.792 -3.735
H -2.245 6.689 7.779
H -4.204 4.366 3.559
H 0.623 1.782 -2.910
H -1.283 -2.063 2.489
H -0.080 6.499 4.472
H -0.887 -0.855 -4.422
H 3.778 0.533 -2.999
H 0.154 3.076 4.192
H 1.446 3.962 3.365
H -4.206 -2.559 -1.807
H -2.411 1.684 0.358
H 7.843 -2.285 -6.358
H -0.890 -6.365 -2.557
H -1.463 7.226 3.525
H -4.398 3.149 -0.657
H -1.291 -0.136 4.581
H -2.579 -2.731 -1.205
H -5.559 -4.670 -5.106
H 6.761 -0.944 -6.887
H 0.221 -5.069 -3.108
H 5.901 3.779 -4.069
H 3.034 -3.614 -6.650
H 0.550 -4.881 0.858
H -1.571 5.237 8.486
H -2.330 -2.844 8.483
H 5.372 -2.630 0.242
H 1.002 -4.689 5.842
H -3.271 5.685 2.739
H 5.634 2.027 -4.327
H -3.301 2.554 -3.316
H 1.312 -6.389 0.838
H -1.249 3.020 0.439
H 0.351 4.755 -0.457
H 3.206 -1.189 -3.025
H -5.094 4.747 -0.597
H 1.787 4.194 0.367
H 2.843 0.207 -0.502
H 4.058 0.095 0.813
H -4.330 4.168 0.844
H 3.741 -2.392 -0.381
H 4.270 -0.570 -1.770
H -0.281 8.236 4.095
H -0.070 -2.475 -0.677
H -1.150 1.727 1.637
H -3.265 -3.844 7.462
H -0.038 -0.248 -5.888
H 3.936 -3.223 1.157
H -2.081 2.780 -2.088
H -1.395 8.014 -0.017
H -3.554 -1.507 -0.416
H 2.176 -6.327 -3.009
H -6.396 0.723 1.582
H -0.684 -4.989 -1.570
H 0.248 0.519 -4.320
H 5.696 3.121 -5.742
H -5.067 1.289 0.704
H -1.650 1.404 3.795
H -2.493 0.996 5.288
H -1.663 -3.722 2.917
H 0.917 -6.363 6.483
H -4.634 -6.205 -5.252
H -3.315 5.294 8.056

Results
Kohn-Sham gap in hartree: 0.4104
E_HOMO in hartree: -0.392

=====

Record 2
C4H6O | ωB97M-V/def2-TZVPD

CARTESIAN COORDINATES (ANGSTROEM)
O -2.377 -0.029 -0.310
C -0.085 -1.124 0.191
C -1.191 -0.060 0.079
C -0.151 1.067 0.224
C 0.945 0.040 -0.463
H 0.826 0.034 -1.813
H 0.086 1.363 1.381
H -0.339 2.180 -0.368
H -0.114 -2.220 -0.355
H 2.345 -0.049 -0.112
H 0.056 -1.203 1.546

Results
Kohn-Sham gap in hartree: 0.3750
E_HOMO in hartree: -0.361

=====

Record 3
C10H19FN5O9P2 | ωB97M-V/def2-TZVPD

CARTESIAN COORDINATES (ANGSTROEM)
P 4.908 0.600 1.365
P -2.190 2.686 0.686
F -3.053 -1.534 -1.069
O 3.210 -1.169 -0.487
O -6.029 -2.121 0.567
O -6.032 -4.377 0.568
O -3.004 1.480 0.486
O -4.466 -3.215 -0.578
O -2.885 4.094 0.547
O 5.749 0.890 -0.007
O -1.542 2.872 2.114
O 5.713 1.509 2.423
N 3.615 1.747 1.062
N 1.522 2.544 0.354
N 0.328 -2.046 -2.032
N 1.770 0.356 0.396
N 0.502 0.646 -0.081
C -0.442 -0.371 -0.532
C 2.364 1.543 0.635
C -0.106 -0.871 -1.913
C 2.266 -1.000 0.518
C -0.790 2.755 -0.484
C -5.100 -1.133 0.117
C 3.844 -2.443 -0.407
C -4.374 -1.877 -0.988
C -5.567 -3.347 0.232
C 0.410 1.981 -0.075
H 6.289 2.176 2.029
H 4.428 -2.558 -1.312
H -1.540 2.048 2.616
H -0.432 -1.225 0.137
H -1.436 0.065 -0.477
H -4.812 -1.766 -1.981
H -4.410 -0.882 0.921
H 6.169 0.089 -0.342
H -0.245 -0.178 -2.746
H 1.422 -1.678 0.399
H -1.155 2.451 -1.464
H -3.356 4.210 -0.288
H 3.802 2.733 1.194
H 4.487 -2.498 0.474
H 2.697 -1.137 1.512
H 3.108 -3.246 -0.364
H -0.468 3.792 -0.552
H -5.620 -0.239 -0.211
H 0.514 -2.292 -3.002

Results
Kohn-Sham gap in hartree: 0.3724
E_HOMO in hartree: -0.475
Charge: +1

=====

Record 4
C18H29FN5O2 | ωB97M-V/def2-TZVPD

CARTESIAN COORDINATES (ANGSTROEM)
F 1.308 -1.073 2.378
O 3.054 -1.701 1.168
O 1.469 1.701 0.303
N -0.507 -1.642 -0.549
N -2.345 -2.034 0.745
N -3.499 -2.865 3.681
N 3.550 1.298 -0.523
N -0.300 -2.974 1.375
C -2.843 -0.638 0.635
C 0.970 4.665 -2.221
C -0.729 -0.166 -0.566
C 0.804 5.615 -4.424
C -2.238 0.028 -0.592
C 2.145 1.179 -0.539
C -1.041 -2.677 3.748
C 2.018 5.036 -4.768
C 1.528 0.357 -1.662
C 0.004 0.470 -1.734
C 0.279 5.428 -3.152
C -1.044 -2.259 0.535
C 1.961 -1.902 1.540
C 2.709 4.271 -3.839
C 1.127 -3.112 1.137
C -2.312 -2.947 4.553
C 2.185 4.088 -2.567
C -0.890 -3.625 2.557
H -0.666 5.884 -2.885
H -1.105 -1.656 3.359
H -0.339 0.267 0.361
H 0.570 4.524 -1.225
H 1.959 0.692 -2.611
H -2.383 -2.161 5.306
H 0.441 -1.915 -0.754
H 0.268 6.217 -5.146
H -4.316 -2.645 4.240
H -0.258 1.531 -1.736
H 1.886 -0.674 -1.535
H -2.651 -0.437 -1.492
H -0.359 0.038 -2.672
H -3.707 -3.786 3.305
H -3.926 -0.702 0.542
H 1.502 -3.978 1.685
H 3.932 1.170 -1.455
H -1.854 -4.056 2.285
H 2.426 5.185 -5.759
H -0.161 -2.718 4.394
H -0.249 -4.476 2.794
H -2.484 1.091 -0.606
H 2.732 3.507 -1.834
H -2.594 -0.091 1.549
H 3.980 0.596 0.073
H -2.259 -3.893 5.103
H 1.354 -3.311 0.089
H -2.760 -2.547 1.513
H 3.658 3.822 -4.107

Results
Kohn-Sham gap in hartree: 0.3155
E_HOMO in hartree: -0.409
Charge: +1